Entry 1:
This record from the OMol25 dataset describes C10H40F2InNO14S2 as an isolated structure in a non-equilibrium geometry. The level of theory is ωB97M-V/def2-TZVPD.

Computed properties:
Gap between HOMO and LUMO in eV: 1.81
Total charge: +2
HOMO level in eV: -14.7354
Electronic energy in Eh: -2698.31611
Molar mass in g/mol: 615.4
Largest force on an atom in eV Å⁻¹: 4.167

Last column: Löwdin charge in e.
Atoms and positions in Å:
1 In 3.18 -2.14 0.56  1.14
2 N 0.43 -1.01 0.67  -0.33
3 S -0.46 -0.52 -0.60  0.43
4 O 0.23 0.34 -1.48  -0.23
5 O -1.83 -0.32 -0.31  -0.24
6 F -0.39 -1.88 -1.38  -0.14
7 S 0.06 0.25 1.72  0.53
8 O -0.90 -0.05 2.73  -0.25
9 O 0.16 1.57 1.24  -0.21
10 F 1.45 0.08 2.49  -0.20
11 C -5.21 -0.69 1.13  -0.09
12 O -4.81 -1.30 -0.07  -0.02
13 H -4.32 -0.64 1.80  0.10
14 H -5.53 0.34 0.98  0.11
15 H -5.93 -1.33 1.62  0.10
16 H -4.17 -0.67 -0.44  0.06
17 C -0.50 0.19 6.13  -0.08
18 O -1.63 0.30 5.32  0.03
19 H 0.38 -0.10 5.55  0.08
20 H -0.22 1.16 6.61  0.13
21 H -0.75 -0.49 6.95  0.12
22 H -1.36 0.31 4.39  0.04
23 C -2.11 -2.97 1.94  -0.10
24 O -0.77 -3.24 1.72  0.00
25 H -2.62 -3.91 2.15  0.11
26 H -2.29 -2.31 2.81  0.12
27 H -2.61 -2.54 1.04  0.10
28 H -0.31 -2.48 1.28  0.02
29 C -3.89 -1.22 -3.33  -0.10
30 O -2.67 -1.84 -3.75  -0.09
31 H -3.54 -0.41 -2.69  0.07
32 H -4.40 -0.80 -4.19  0.10
33 H -4.56 -1.89 -2.78  0.10
34 H -2.74 -2.13 -4.66  0.10
35 C 4.83 0.09 3.84  -0.11
36 O 3.99 -0.81 3.12  -0.27
37 H 4.30 1.00 4.16  0.07
38 H 5.11 -0.35 4.81  0.10
39 H 5.72 0.28 3.25  0.09
40 H 3.38 -1.18 3.77  0.07
41 C -1.14 1.42 -4.22  -0.11
42 O -0.73 1.93 -5.47  -0.04
43 H -2.16 1.77 -3.98  0.11
44 H -1.17 0.32 -4.32  0.06
45 H -0.45 1.85 -3.51  0.08
46 H -1.25 1.52 -6.18  0.10
47 C 3.41 -0.52 -3.01  -0.14
48 O 3.00 -1.71 -2.34  -0.27
49 H 4.01 0.09 -2.32  0.09
50 H 4.02 -0.70 -3.90  0.09
51 H 2.55 0.07 -3.34  0.07
52 H 2.63 -2.29 -3.02  0.06
53 C 1.14 3.02 4.00  -0.12
54 O 1.69 2.01 4.82  -0.09
55 H 1.51 3.10 2.96  0.09
56 H 0.06 2.90 3.94  0.09
57 H 1.33 3.99 4.47  0.10
58 H 2.52 2.34 5.18  0.10
59 C 0.49 -1.58 -4.66  -0.12
60 O 1.76 -2.23 -4.82  -0.10
61 H -0.33 -2.31 -4.65  0.08
62 H 0.48 -1.12 -3.67  0.05
63 H 0.37 -0.81 -5.41  0.09
64 H 2.10 -1.98 -5.69  0.10
65 C 1.80 3.52 -1.76  -0.15
66 O 2.70 3.81 -0.73  -0.04
67 H 1.86 4.18 -2.64  0.10
68 H 1.92 2.49 -2.09  0.06
69 H 0.75 3.56 -1.41  0.10
70 H 2.43 4.63 -0.31  0.10

Entry 2:
This record from the OMol25 dataset describes a 11-piece molecular cluster, C10H40F6O10P overall in a non-equilibrium geometry. The level of theory is ωB97M-V/def2-TZVPD.

Computed properties:
Gap between HOMO and LUMO in eV: 10.24
Total charge: -1
HOMO level in eV: -8.1805
Electronic energy in Eh: -2098.16815
Molar mass in g/mol: 465.4
Largest force on an atom in eV Å⁻¹: 2.443

Last column: Löwdin charge in e.
Atoms and positions in Å:
1 P 0.57 0.34 -1.49  0.16
2 F -0.01 -1.11 -1.77  -0.18
3 F -0.70 0.97 -2.24  -0.19
4 F -0.27 0.33 -0.08  -0.19
5 F 1.12 1.85 -1.34  -0.16
6 F 1.94 -0.30 -0.77  -0.21
7 F 1.28 0.11 -2.97  -0.22
8 C 3.05 -5.45 1.08  -0.09
9 C 3.80 -5.53 -0.27  -0.31
10 O 3.05 -4.85 -1.27  -0.08
11 H 3.55 -5.90 1.94  0.06
12 H 2.11 -6.00 0.98  0.06
13 H 2.83 -4.41 1.35  0.07
14 H 4.04 -6.53 -0.63  0.11
15 H 4.71 -4.98 -0.03  0.10
16 H 2.88 -3.97 -0.94  0.08
17 C -3.81 4.97 -6.51  -0.10
18 C -3.06 4.88 -5.21  -0.34
19 O -3.10 6.13 -4.56  -0.08
20 H -3.70 4.16 -7.23  0.07
21 H -3.57 5.90 -7.03  0.07
22 H -4.88 5.06 -6.29  0.07
23 H -2.01 4.62 -5.38  0.11
24 H -3.50 4.08 -4.62  0.11
25 H -2.51 6.09 -3.81  0.08
26 C 4.84 2.71 3.16  -0.08
27 C 4.28 3.13 4.56  -0.31
28 O 4.97 2.39 5.56  -0.09
29 H 4.91 1.63 3.10  0.07
30 H 5.84 3.14 3.06  0.07
31 H 4.19 3.10 2.38  0.07
32 H 3.19 3.00 4.58  0.10
33 H 4.48 4.19 4.73  0.10
34 H 4.88 1.46 5.34  0.07
35 C -1.32 -1.71 5.17  -0.11
36 C -0.97 -3.15 5.27  -0.31
37 O 0.16 -3.18 6.17  -0.10
38 H -0.68 -1.09 4.54  0.08
39 H -1.33 -1.29 6.17  0.08
40 H -2.31 -1.48 4.75  0.07
41 H -0.62 -3.53 4.31  0.11
42 H -1.81 -3.71 5.69  0.11
43 H 0.28 -4.09 6.45  0.07
44 C -1.40 5.23 2.84  -0.08
45 C -2.11 5.41 1.45  -0.27
46 O -1.10 5.67 0.47  -0.11
47 H -0.91 6.10 3.26  0.06
48 H -0.64 4.45 2.79  0.06
49 H -2.13 4.92 3.59  0.06
50 H -2.81 6.24 1.39  0.11
51 H -2.54 4.48 1.09  0.11
52 H -0.42 5.00 0.45  0.08
53 O 3.98 -2.67 -5.56  -0.06
54 H 3.58 -3.09 -4.81  0.03
55 H 3.50 -1.84 -5.66  0.03
56 O -4.91 -0.55 0.20  -0.05
57 H -4.00 -0.39 0.45  0.03
58 H -5.06 -1.47 0.44  0.02
59 O -4.19 -4.72 -2.36  -0.05
60 H -4.62 -4.86 -1.52  0.02
61 H -3.29 -5.01 -2.23  0.02
62 O -2.55 -1.84 -5.56  -0.06
63 H -2.11 -1.30 -6.22  0.02
64 H -2.11 -1.62 -4.74  0.03
65 O -0.64 -6.55 -2.02  -0.05
66 H -0.52 -7.41 -1.63  0.02
67 H 0.24 -6.17 -2.06  0.02

Entry 3:
This record from the OMol25 dataset describes a 10-piece molecular cluster, C10H40N10O10 overall in a non-equilibrium geometry. The level of theory is ωB97M-V/def2-TZVPD.

Computed properties:
Gap between HOMO and LUMO in eV: 7.90
HOMO level in eV: -8.0760
Structure (SMILES): NC(N)=O.NC(N)=O.NC(N)=O.NC(N)=O.NC(N)=O.CO.CO.CO.CO.CO
Electronic energy in Eh: -1704.87425
Molar mass in g/mol: 460.5
Largest force on an atom in eV Å⁻¹: 10.508

Last column: Löwdin charge in e.
Atoms and positions in Å:
1 N 3.43 2.67 -0.80  0.10
2 C 3.10 1.47 -1.31  -0.63
3 N 2.76 0.65 -0.40  0.20
4 O 2.95 1.18 -2.64  -0.12
5 H 4.11 3.20 -1.38  0.15
6 H 3.52 2.81 0.24  0.05
7 H 2.09 -0.05 -0.67  0.09
8 H 2.82 0.87 0.62  0.07
9 N 2.75 1.22 2.30  0.14
10 C 3.85 1.88 2.27  -0.66
11 N 3.70 3.08 1.81  0.12
12 O 5.03 1.34 2.67  -0.09
13 H 2.78 0.24 2.65  0.17
14 H 1.87 1.64 2.07  0.09
15 H 4.50 3.72 1.68  0.17
16 H 2.82 3.58 1.73  0.05
17 N 1.00 3.82 -0.92  0.18
18 C 0.46 3.95 0.26  -0.63
19 N -0.78 3.97 0.26  0.21
20 O 1.32 3.99 1.33  -0.13
21 H 1.99 3.55 -0.98  0.05
22 H 0.47 3.44 -1.73  0.13
23 H -1.25 4.07 -0.61  0.13
24 H -1.31 4.13 1.10  0.13
25 N -1.01 -3.11 1.06  0.18
26 C -1.70 -2.51 1.92  -0.65
27 N -1.09 -2.14 2.97  0.19
28 O -2.98 -2.05 1.63  -0.13
29 H -1.46 -3.51 0.24  0.16
30 H -0.09 -3.42 1.27  0.08
31 H -1.56 -1.35 3.51  0.14
32 H -0.22 -2.57 3.37  0.16
33 N -3.35 -0.96 -0.82  0.16
34 C -4.52 -0.64 -1.33  -0.63
35 N -5.53 -0.98 -0.59  0.14
36 O -4.69 -0.11 -2.62  -0.17
37 H -2.51 -0.73 -1.42  0.10
38 H -3.26 -1.07 0.16  0.02
39 H -6.39 -0.53 -0.96  0.13
40 H -5.52 -1.32 0.38  0.12
41 C 0.65 -2.71 -2.95  -0.16
42 O 0.26 -2.12 -4.18  -0.12
43 H 1.65 -2.34 -2.66  0.11
44 H 0.61 -3.76 -3.06  0.06
45 H -0.05 -2.47 -2.15  0.07
46 H 1.04 -2.18 -4.78  0.12
47 C -2.82 1.56 2.43  -0.12
48 O -2.63 0.58 3.48  -0.10
49 H -3.34 1.25 1.60  0.05
50 H -1.85 2.00 2.14  0.06
51 H -3.41 2.44 2.72  0.09
52 H -2.05 1.02 4.08  0.06
53 C 1.55 -4.42 -0.23  -0.11
54 O 1.29 -4.98 1.11  -0.11
55 H 0.77 -4.51 -0.91  0.04
56 H 2.43 -4.92 -0.65  0.10
57 H 1.80 -3.39 -0.17  0.06
58 H 0.95 -5.85 0.96  0.06
59 C -0.32 0.13 0.67  -0.19
60 O 0.21 -0.88 -0.06  -0.11
61 H -1.34 -0.05 0.93  0.05
62 H -0.27 1.07 0.09  0.08
63 H 0.18 0.23 1.62  0.07
64 H -0.15 -1.69 0.30  0.01
65 C -0.39 0.74 -3.05  -0.11
66 O -1.36 -0.31 -2.87  -0.15
67 H -0.75 1.59 -3.60  0.07
68 H 0.49 0.37 -3.52  0.06
69 H -0.17 1.10 -2.06  0.04
70 H -1.05 -0.97 -3.52  0.05